C2H3NO | ωB97M-V/def2-TZVPD

Results
* highest occupied orbital energy: -9.502 eV
* frontier orbital gap: 0.38288 Eh
* 2S+1: 1
* ΔE to the lowest compared entry with this formula, charge and spin: 158.7 kJ/mol
* SMILES: O=C1CN1
* LUMO: 0.917 eV

Last column: Mulliken charge in e.
Atoms and positions in Å:
C -1.6026 0.0428 0.0452  0.46
C -0.0973 -0.5007 0.1644  -0.41
N -0.6067 0.8931 0.1370  -0.28
O -2.7548 -0.2034 -0.0450  -0.47
H 0.3359 -0.8083 1.0995  0.22
H 0.3440 -0.9054 -0.7340  0.23
H -0.3201 1.7007 -0.3901  0.25

***

C2H3NO | ωB97M-V/def2-TZVPD

Results
* highest occupied orbital energy: -9.378 eV
* frontier orbital gap: 0.37770 Eh
* 2S+1: 1
* ΔE to the lowest compared entry with this formula, charge and spin: 190.6 kJ/mol
* SMILES: C#N.C=O
* LUMO: 0.899 eV

Last column: Mulliken charge in e.
Atoms and positions in Å:
C -0.6766 -0.2058 -1.9550  -0.11
C 0.5170 0.2393 1.4324  -0.03
N -0.0911 -0.2973 -1.0191  -0.23
O -0.4169 -0.2529 2.0247  -0.43
H -1.2378 -0.2999 -2.8823  0.28
H 0.9259 1.2600 1.6718  0.25
H 0.9794 -0.4433 0.7275  0.26

***

C2H3NO | ωB97M-V/def2-TZVPD

Results
* highest occupied orbital energy (alpha / beta): -9.747 / -9.747 eV
* frontier orbital gap (alpha / beta): 0.36831 / 0.36829 Eh
* 2S+1: 1
* ΔE to the lowest compared entry with this formula, charge and spin: 404.8 kJ/mol
* SMILES: O=C1CN1
* LUMO (alpha / beta): 0.275 / 0.275 eV

Last column: Mulliken charge in e.
Atoms and positions in Å:
C -0.0794 -0.6717 -0.3151  0.43
C 0.1999 0.7115 -0.3123  -0.33
N -0.5332 -0.1301 0.7704  -0.31
O -0.2298 -2.0098 -1.0422  -0.54
H 1.2102 0.8426 -0.0925  0.25
H -0.3866 1.4977 -0.6824  0.25
H -0.1811 -0.2402 1.6742  0.25

***

C2H3NO | ωB97M-V/def2-TZVPD

Results
* highest occupied orbital energy (alpha / beta): -8.806 / -8.807 eV
* frontier orbital gap (alpha / beta): 0.30640 / 0.30643 Eh
* 2S+1: 1
* ΔE to the lowest compared entry with this formula, charge and spin: 343.6 kJ/mol
* LUMO (alpha / beta): -0.469 / -0.468 eV

Last column: Mulliken charge in e.
Atoms and positions in Å:
C 0.6385 -0.4934 -0.2176  0.22
C -0.9144 -0.1011 -0.1548  -0.09
N 1.6714 -0.1524 0.1501  -0.24
O -0.9243 0.5052 0.9938  -0.60
H -1.0478 0.6699 -0.9712  0.19
H -1.5351 -1.0452 -0.4251  0.21
H 2.1116 0.6170 0.6249  0.32

***

C2H3NO2 | ωB97M-V/def2-TZVPD

Results
* highest occupied orbital energy: -10.542 eV
* frontier orbital gap: 0.40273 Eh
* 2S+1: 1
* ΔE to the lowest compared entry with this formula, charge and spin: 22.1 kJ/mol
* SMILES: O=CNC=O
* LUMO: 0.417 eV

Last column: Mulliken charge in e.
Atoms and positions in Å:
C -1.1920 0.0557 -0.7853  0.18
C 0.8664 -0.0369 0.6611  0.08
H -1.5174 -0.4854 -1.7365  0.29
H 0.7073 -0.8963 -1.1395  0.26
H 0.3868 0.5522 1.4236  0.36
N 0.1000 -0.3825 -0.4548  -0.15
O -1.8518 0.7640 -0.0557  -0.49
O 2.0614 -0.3397 0.7283  -0.53

***

C2H3NO2 | ωB97M-V/def2-TZVPD

Results
* highest occupied orbital energy: -9.281 eV
* frontier orbital gap: 0.31201 Eh
* 2S+1: 1
* ΔE to the lowest compared entry with this formula, charge and spin: 354.8 kJ/mol
* LUMO: -0.790 eV

Last column: Mulliken charge in e.
Atoms and positions in Å:
C -2.6497 0.0376 0.0989  0.44
C -1.4397 -0.0630 -0.6136  -0.33
N -3.8046 0.1187 0.2659  -0.33
O 2.4232 0.2552 0.0530  -0.60
O -0.3547 -0.4055 0.0010  -0.29
H 3.1154 0.8695 -0.0216  0.30
H 2.4539 -0.1857 0.9274  0.32
H 0.2561 -0.6268 -0.7110  0.49

***

C2H3NO2 | ωB97M-V/def2-TZVPD

Results
* highest occupied orbital energy (alpha / beta): -10.548 / -8.176 eV
* frontier orbital gap (alpha / beta): 0.34267 / 0.28021 Eh
* 2S+1: 1
* ΔE to the lowest compared entry with this formula, charge and spin: 1070.6 kJ/mol
* LUMO (alpha / beta): -1.224 / -0.551 eV

Last column: Mulliken charge in e.
Atoms and positions in Å:
C -0.6143 1.0612 0.0634  -0.21
C -0.0245 -1.2377 -0.7991  -0.27
N -0.4391 -0.1524 -0.1341  0.20
O 1.9126 -0.4319 0.6851  -0.52
O -0.8349 -1.4787 0.2784  -0.20
H -1.2368 1.5189 0.7722  0.28
H -0.0554 1.6519 -0.5258  0.28
H 1.2924 -0.9313 -0.3401  0.43

***

C2H3NO2 | ωB97M-V/def2-TZVPD

Results
* highest occupied orbital energy: -9.987 eV
* frontier orbital gap: 0.39804 Eh
* 2S+1: 1
* ΔE to the lowest compared entry with this formula, charge and spin: 359.1 kJ/mol
* LUMO: 0.844 eV

Last column: Mulliken charge in e.
Atoms and positions in Å:
C 0.8973 -0.0569 0.0655  0.01
C -1.1325 -0.2219 -0.1522  0.13
H 1.2360 -0.3096 1.1252  0.21
H 1.8643 0.0457 -0.5293  0.18
H -2.1282 -0.8151 0.2576  0.29
N -1.1111 1.0558 -0.0598  -0.25
O -0.0526 -0.9310 -0.3901  -0.27
O 0.4269 1.2332 -0.3169  -0.30